Record 1
The following is a DFT calculation (ωB97M-V with the def2-TZVPD basis set) of one molecule with the formula C3H5N3.

Element x y z (Å)
C: 1.2585 0.1787 1.0951
C: 0.1974 0.0133 0.0566
C: -1.1078 -0.4957 0.2088
N: -1.7362 -0.4367 -0.9552
N: -0.8202 0.0668 -1.7610
N: 0.3431 0.3847 -1.2111
H: 0.7932 0.4058 2.0592
H: 1.8548 -0.7316 1.2183
H: 1.9346 0.9970 0.8364
H: -1.6163 -0.8406 1.0970
H: -1.1010 0.4582 -2.6442

Results
HOMO-LUMO gap   11.0 eV
E   -7661.6449 eV
Energy relative to the best compared isomer or geometry (same formula, charge and spin)   18.69 kcal/mol
SMILES   Cc1cn[nH]n1
LUMO level   1.16 eV

Okay, here come the natural (NBO) numbers, in e, for every atom: number 1, C, carries -0.64; number 2, C, carries 0.09; number 3, C, carries -0.11; number 4, N, carries -0.23; number 5, N, carries -0.17; number 6, N, carries -0.24; number 7, H, carries 0.22; number 8, H, carries 0.23; number 9, H, carries 0.23; number 10, H, carries 0.21; number 11, H, carries 0.40

Record 2
The following is a DFT calculation (ωB97M-V with the def2-TZVPD basis set) of one molecule with the formula C3H5N3.

Element x y z (Å)
C: 1.9116 0.3403 1.0153
C: -0.1364 -0.5128 0.1884
C: -1.0186 -0.7458 -0.7651
N: -2.0989 0.2061 -0.9982
N: -2.3616 1.1863 -0.3316
N: 0.6297 -0.3461 1.1144
H: 1.7459 1.4171 1.1003
H: 2.4118 0.1324 0.0635
H: 2.5483 0.0222 1.8430
H: -0.9849 -1.6330 -1.3873
H: -2.6469 -0.0668 -1.8427

Results
HOMO-LUMO gap   8.7 eV
E   -7658.1860 eV
Energy relative to the best compared isomer or geometry (same formula, charge and spin)   98.46 kcal/mol
LUMO level   0.71 eV

Okay, here come the natural (NBO) numbers, in e, for every atom: number 1, C, carries -0.43; number 2, C, carries 0.44; number 3, C, carries -0.33; number 4, N, carries -0.23; number 5, N, carries -0.25; number 6, N, carries -0.37; number 7, H, carries 0.22; number 8, H, carries 0.20; number 9, H, carries 0.21; number 10, H, carries 0.23; number 11, H, carries 0.31

Record 3
The following is a DFT calculation (ωB97M-V with the def2-TZVPD basis set) of a 2-piece molecular cluster, C3H5N3 overall at a distorted geometry.

Element x y z (Å)
C: 0.3803 0.8419 -1.5916
C: -0.6527 0.6361 -0.5757
N: -1.6009 0.6660 0.0908
N: -1.2109 -1.1106 2.0369
N: -0.0897 -1.1016 1.5302
C: 0.8078 -1.0291 0.7426
H: 1.3189 1.1857 -1.1497
H: 0.5758 -0.0721 -2.1567
H: -0.0033 1.6108 -2.2654
H: -1.3509 -0.2588 2.5856
H: 1.8257 -1.3684 0.7531

Results
HOMO-LUMO gap   9.8 eV
E   -7658.5892 eV
Energy relative to the best compared isomer or geometry (same formula, charge and spin)   89.16 kcal/mol
LUMO level   0.82 eV

Okay, here come the natural (NBO) numbers, in e, for every atom: number 1, C, carries -0.71; number 2, C, carries 0.28; number 3, N, carries -0.37; number 4, N, carries -0.42; number 5, N, carries 0.00; number 6, C, carries -0.10; number 7, H, carries 0.25; number 8, H, carries 0.25; number 9, H, carries 0.25; number 10, H, carries 0.36; number 11, H, carries 0.22

Record 4
The following is a DFT calculation (ωB97M-V with the def2-TZVPD basis set) of one molecule with the formula C3H5N3 at a distorted geometry.

Element x y z (Å)
N: -1.2526 1.7752 -0.1802
C: -0.4188 1.0267 0.3902
C: -0.6694 -1.4006 0.0979
N: 0.6403 -1.5205 0.1802
C: 1.3741 -0.4706 -0.1219
N: 0.8593 0.7670 -0.1491
H: -2.0783 1.8917 0.4036
H: -1.2651 -2.2001 0.5483
H: -1.1589 -0.8189 -0.6766
H: 2.4458 -0.5796 -0.2301
H: 1.5234 1.5297 -0.2622

Results
HOMO-LUMO gap (spin up / spin down)   7.6 / 7.6 eV
E   -7658.9353 eV
Energy relative to the best compared isomer or geometry (same formula, charge and spin)   81.18 kcal/mol
LUMO level (spin up / spin down)   0.00 / 0.00 eV

Okay, here come the natural (NBO) numbers, in e, for every atom: number 1, N, carries -0.71; number 2, C, carries 0.26; number 3, C, carries -0.11; number 4, N, carries -0.47; number 5, C, carries 0.24; number 6, N, carries -0.56; number 7, H, carries 0.35; number 8, H, carries 0.19; number 9, H, carries 0.20; number 10, H, carries 0.19; number 11, H, carries 0.42

Record 5
The following is a DFT calculation (ωB97M-V with the def2-TZVPD basis set) of an isolated ion of composition C3H5N3 and charge +2 at a distorted geometry.

Element x y z (Å)
C: -0.0005 -1.0775 -0.1431
C: 1.9794 0.0636 0.0127
C: -0.8310 -0.1169 0.0531
N: 1.3690 -1.0634 0.1255
N: 2.2660 1.1629 -0.1542
N: -1.8398 0.6340 0.0143
H: -0.6060 -1.8806 -0.5577
H: 1.8313 -1.9100 0.4599
H: 2.9276 2.0111 -0.0613
H: -2.6068 0.8094 0.7081
H: -1.9013 1.0238 -0.9425

Results
HOMO-LUMO gap (spin up / spin down)   6.9 / 8.4 eV
E   -7636.4337 eV
Energy relative to the best compared isomer or geometry (same formula, charge and spin)   7.22 kcal/mol
Spin multiplicity   3
Total charge   +2
LUMO level (spin up / spin down)   -9.93 / -13.76 eV

Okay, here come the natural (NBO) numbers, in e, for every atom: number 1, C, carries 0.09; number 2, C, carries 0.77; number 3, C, carries 0.40; number 4, N, carries -0.53; number 5, N, carries -0.35; number 6, N, carries -0.76; number 7, H, carries 0.30; number 8, H, carries 0.52; number 9, H, carries 0.56; number 10, H, carries 0.52; number 11, H, carries 0.48

Record 6
The following is a DFT calculation (ωB97M-V with the def2-TZVPD basis set) of one molecule with the formula C3H5N3O at a distorted geometry.

Element x y z (Å)
H: 1.8391 0.1911 -0.5565
N: 1.8027 1.0824 -0.0620
C: 0.6721 1.4470 0.3409
C: -0.6899 0.7126 0.4051
O: -1.7236 1.2852 0.6418
C: -0.5364 -0.6302 -0.2591
N: 0.0349 -1.6036 0.4985
N: -0.8410 -0.8300 -1.4752
H: -1.1705 -0.0193 -1.9896
H: 0.6109 2.4313 0.8313
H: 0.0188 -1.5240 1.4981
H: -0.0172 -2.5426 0.1267

Results
HOMO-LUMO gap   9.2 eV
E   -9708.6002 eV
Energy relative to the best compared isomer or geometry (same formula, charge and spin)   45.74 kcal/mol
SMILES   [H]/N=C\C(=O)/C(N)=N\[H]
LUMO level   -0.52 eV

Okay, here come the natural (NBO) numbers, in e, for every atom: number 1, H, carries 0.35; number 2, N, carries -0.54; number 3, C, carries 0.02; number 4, C, carries 0.45; number 5, O, carries -0.46; number 6, C, carries 0.33; number 7, N, carries -0.80; number 8, N, carries -0.69; number 9, H, carries 0.36; number 10, H, carries 0.18; number 11, H, carries 0.39; number 12, H, carries 0.41

Record 7
The following is a DFT calculation (ωB97M-V with the def2-TZVPD basis set) of one molecule with the formula C3H5N3O at a distorted geometry.

Element x y z (Å)
O: -2.4202 1.1569 -0.4748
C: -1.7998 0.2463 0.2467
C: -0.4171 0.0889 0.3012
N: 0.2251 0.8693 -0.6280
N: 1.4327 0.3660 -0.6189
C: 1.4104 -0.9718 0.0510
N: 0.2928 -0.8384 0.9305
H: -1.7311 1.6414 -0.9717
H: 1.2311 -1.7202 -0.7619
H: -2.4554 -0.4292 0.7867
H: 2.0468 0.6214 -1.3806
H: 2.3650 -1.1903 0.5399

Results
HOMO-LUMO gap (spin up / spin down)   7.3 / 7.2 eV
E   -9706.4299 eV
Energy relative to the best compared isomer or geometry (same formula, charge and spin)   95.79 kcal/mol
LUMO level (spin up / spin down)   -0.16 / -0.26 eV

Okay, here come the natural (NBO) numbers, in e, for every atom: number 1, O, carries -0.61; number 2, C, carries 0.23; number 3, C, carries 0.17; number 4, N, carries -0.29; number 5, N, carries -0.33; number 6, C, carries -0.09; number 7, N, carries -0.53; number 8, H, carries 0.51; number 9, H, carries 0.16; number 10, H, carries 0.19; number 11, H, carries 0.39; number 12, H, carries 0.20

Record 8
The following is a DFT calculation (ωB97M-V with the def2-TZVPD basis set) of C3H5N3O as an isolated structure.

Element x y z (Å)
N: -2.0343 -0.5029 0.7493
C: -0.7033 -0.2467 0.5052
N: 0.3084 -0.8161 1.0334
C: 1.5092 -0.1036 0.6027
O: 1.7423 -0.6257 -0.9448
C: 0.9790 0.8705 -0.3465
N: -0.3649 0.8224 -0.3688
H: -2.1512 -1.3753 1.2481
H: -2.6530 -0.4272 -0.0466
H: 2.7012 -0.5087 -1.0128
H: 1.5091 1.6637 -0.8610
H: -0.9848 1.2970 -1.0077

Results
HOMO-LUMO gap   8.0 eV
E   -9705.9983 eV
Energy relative to the best compared isomer or geometry (same formula, charge and spin)   105.74 kcal/mol
LUMO level   0.54 eV

Okay, here come the natural (NBO) numbers, in e, for every atom: number 1, N, carries -0.81; number 2, C, carries 0.55; number 3, N, carries -0.53; number 4, C, carries -0.03; number 5, O, carries -0.68; number 6, C, carries 0.21; number 7, N, carries -0.62; number 8, H, carries 0.41; number 9, H, carries 0.38; number 10, H, carries 0.49; number 11, H, carries 0.21; number 12, H, carries 0.41